# 1
DFT (ωB97M-V/def2-TZVPD) results for a structure of composition C4H10Br3FSi.

Results
- HOMO (eV) = -10.43
- LUMO level (eV) = -0.063

Structure (ORCA input):
```
! wB97M-V def2-TZVPD RIJCOSX def2/J DEFGRID3
* xyz 0 1
C 1.50351 -1.29161 -0.85872
C 0.19587 -0.59042 -0.54268
F -0.20394 0.06999 -1.72388
C -0.89419 -1.57162 -0.05160
Si -2.45143 -1.41996 -1.12838
H 2.31833 -0.57814 -0.81284
H 1.45746 -1.67355 -1.87158
H 1.68259 -2.11435 -0.18231
H 0.33053 0.18482 0.20287
H -0.49026 -2.57421 -0.08811
H -1.09853 -1.35721 0.99282
H -2.16345 -2.03912 -2.43639
H -3.62790 -2.05976 -0.50778
H -2.77467 0.01356 -1.26624
C 1.24632 3.52797 2.03945
Br 2.91627 3.01713 2.85224
Br 1.03748 2.73713 0.29574
Br -0.25163 3.12023 3.17987
H 1.26761 4.59911 1.90753
*
```

=====

# 2
DFT (ωB97M-V/def2-TZVPD) results for a cluster of 9 separate species, C34H91N5O14 in total at a distorted geometry.

Results
- SMILES = COCCNCCOC.COCCNCCOC.COCCNCCOC.COCCNCCOC.COCCNCCOC.CO.CO.CO.CO
- ΔE to the lowest compared entry with this formula, charge and spin (kcal/mol) = 70.4
- HOMO (eV) = -8.47
- LUMO level (eV) = 0.372

Structure (ORCA input):
```
! wB97M-V def2-TZVPD RIJCOSX def2/J DEFGRID3
* xyz 0 1
C 3.16556 3.25543 -6.52483
O 2.14116 4.13653 -6.01466
C 1.98114 3.89292 -4.58958
C 0.51895 4.28296 -4.19896
N 0.37507 5.72130 -3.83201
C 0.62857 6.62153 -4.96501
C 0.27304 8.08496 -4.65075
O -1.15373 8.31039 -4.59814
C -1.43145 9.71321 -4.45598
H 4.10306 3.52651 -6.03933
H 3.33578 3.37434 -7.59487
H 2.82439 2.22965 -6.38523
H 2.79128 4.37447 -4.04198
H 2.04996 2.82240 -4.39630
H 0.27120 3.70092 -3.31129
H -0.10209 4.10107 -5.07607
H -0.47202 6.00231 -3.35917
H 0.07941 6.20347 -5.80866
H 1.69923 6.69688 -5.15505
H 0.68905 8.53585 -5.55171
H 0.86291 8.47320 -3.82042
H -2.46212 9.73410 -4.81007
H -0.76840 10.21283 -5.16227
H -1.26784 10.15976 -3.47520
C 10.27860 0.40652 2.47286
O 9.06464 0.59037 3.19551
C 7.95986 -0.06564 2.68163
C 6.65176 0.32940 3.45195
N 5.29548 0.13322 2.96873
C 5.07207 0.87180 1.73389
C 3.55392 1.02877 1.43615
O 3.38006 1.69438 0.15509
C 1.98598 1.66783 -0.24411
H 10.25945 0.92481 1.51415
H 10.45772 -0.63330 2.19937
H 11.16433 0.63921 3.06399
H 7.90647 -1.15400 2.70858
H 7.80205 0.17527 1.63037
H 6.72127 1.39201 3.68456
H 6.65981 -0.08993 4.45803
H 4.54410 0.35621 3.60574
H 5.42037 0.41314 0.80847
H 5.49068 1.87815 1.74454
H 3.09206 1.68123 2.17715
H 3.14533 0.01829 1.42757
H 1.58337 0.65964 -0.14642
H 1.94180 2.07428 -1.25453
H 1.36874 2.33048 0.36252
C -2.76912 -2.47020 0.35927
O -3.22276 -2.92401 -0.90370
C -4.61687 -2.84565 -1.09487
C -4.98795 -3.22604 -2.57088
N -4.38749 -2.23525 -3.45213
C -4.51112 -2.57329 -4.87604
C -3.54087 -1.75868 -5.75313
O -3.78866 -2.29372 -7.03223
C -2.96822 -1.77096 -8.09224
H -3.19557 -3.14166 1.10451
H -3.02639 -1.43179 0.56812
H -1.68024 -2.51396 0.33622
H -4.98211 -1.85513 -0.82364
H -5.12562 -3.49163 -0.37933
H -6.07656 -3.27979 -2.58225
H -4.63246 -4.23836 -2.76302
H -3.45569 -2.08115 -3.09422
H -5.56386 -2.46327 -5.13627
H -4.29980 -3.63004 -5.03955
H -2.52963 -1.96075 -5.40008
H -3.90165 -0.73071 -5.71841
H -3.26673 -2.32298 -8.98346
H -1.89306 -1.80122 -7.91553
H -3.27705 -0.73630 -8.24123
C -2.84737 0.80179 7.07814
O -1.52668 0.45742 6.85186
C -1.28860 -0.97356 6.73795
C 0.19553 -1.23060 6.35651
N 0.54210 -0.33610 5.24034
C 0.16126 -0.97848 3.97895
C 0.16300 -0.00778 2.73105
O -0.72221 1.07282 2.83306
C -2.10101 0.77090 2.99569
H -3.34437 0.13021 7.77818
H -3.38309 0.79324 6.12892
H -2.92576 1.85176 7.36014
H -1.93719 -1.43961 5.99616
H -1.37478 -1.50544 7.68547
H 0.51610 -2.27002 6.28608
H 0.72052 -0.87673 7.24380
H -0.03827 0.48602 5.32636
H -0.82370 -1.44254 4.02999
H 0.83260 -1.82084 3.81209
H -0.02693 -0.59242 1.83092
H 1.19338 0.32155 2.59703
H -2.58423 1.69489 3.31327
H -2.25960 -0.01098 3.73839
H -2.65185 0.40564 2.12896
C 0.22919 -9.65385 4.91423
O 1.36727 -8.84868 4.51460
C 0.90112 -7.77585 3.70312
C 2.16631 -7.03436 3.18826
N 1.86671 -5.86222 2.38458
C 1.63016 -6.23384 1.02436
C 1.25156 -5.02588 0.15903
O 2.27838 -4.08896 0.20100
C 1.92585 -2.86582 -0.37360
H -0.42722 -9.11305 5.59598
H 0.56214 -10.47912 5.54365
H -0.25662 -10.16907 4.08561
H 0.21350 -7.11598 4.23214
H 0.35921 -8.12848 2.82558
H 2.75930 -7.73659 2.60230
H 2.83828 -6.79159 4.01143
H 2.58531 -5.15344 2.42137
H 0.81278 -6.95146 1.09518
H 2.45782 -6.81086 0.61191
H 0.31547 -4.53540 0.42597
H 1.11175 -5.33092 -0.87803
H 1.85390 -3.04147 -1.44695
H 2.70155 -2.10357 -0.30021
H 0.98754 -2.44510 -0.01209
C -4.19236 2.90763 -2.60502
O -2.81998 3.28588 -2.66432
H -4.68411 3.56311 -1.88626
H -4.54092 3.21566 -3.59079
H -4.35990 1.86329 -2.34166
H -2.74707 4.23062 -2.81848
C -5.06296 0.88408 0.66403
O -5.45697 -0.12972 1.55738
H -5.83343 1.62268 0.44283
H -4.19672 1.44598 1.01328
H -4.77205 0.49134 -0.31026
H -5.41582 0.18554 2.46320
C -2.02939 4.08887 0.94461
O -2.80705 5.19396 1.46270
H -1.62246 4.29175 -0.04602
H -1.23176 3.87192 1.65511
H -2.71387 3.26338 0.74930
H -2.14617 5.79742 1.81006
C -1.65414 0.41468 -1.06315
O -0.94566 1.27683 -1.94713
H -2.03342 0.99369 -0.22114
H -2.44820 -0.15047 -1.55117
H -0.94894 -0.31265 -0.66091
H -1.54937 1.98629 -2.17908
*
```

=====

# 3
DFT (ωB97M-V/def2-TZVPD) results for a structure of composition C3H5N5 at a distorted geometry.

Results
- ΔE to the lowest compared entry with this formula, charge and spin (kcal/mol) = 129.6
- HOMO (eV) = -8.04
- LUMO level (eV) = -0.452

Structure (ORCA input):
```
! wB97M-V def2-TZVPD RIJCOSX def2/J DEFGRID3
* xyz 0 1
C -0.78369 0.39854 -0.13227
C 0.09104 1.43412 -0.18330
C 1.50008 -0.26414 -0.04134
H -3.62434 -0.85424 0.29402
H -0.03154 2.55729 -0.09628
H 2.39141 1.57724 -0.35963
H 1.88193 -2.11667 0.00201
H -0.43974 -1.43167 -0.42996
N -2.55423 -0.84292 0.13919
N -2.18388 0.31611 0.03143
N 1.43801 0.97937 0.37275
N 2.47234 -1.13126 0.05536
N 0.11029 -0.62745 -0.20855
*
```

=====

# 4
DFT (ωB97M-V/def2-TZVPD) results for a cluster of 3 separate species, C3H7IN3 in total at a distorted geometry.

Results
- ΔE to the lowest compared entry with this formula, charge and spin (kcal/mol) = 8.9
- HOMO (alpha / beta) (eV) = -12.47 / -12.12
- LUMO level (alpha / beta) (eV) = -3.656 / -8.655

Structure (ORCA input):
```
! wB97M-V def2-TZVPD RIJCOSX def2/J DEFGRID3
* xyz 1 3
C -2.00866 -1.56839 0.07091
C -0.58108 -0.71886 -1.30707
C 1.03673 1.42692 0.76573
N -1.82874 -0.32022 0.38785
N -1.23251 -1.86350 -1.00809
N -0.97810 0.19466 -0.45513
I -4.38688 2.05498 3.63333
H -2.64506 -2.25992 0.58224
H 0.12859 -0.58564 -2.09510
H 1.82079 0.89819 0.23988
H 1.21922 2.49737 0.75674
H 0.91133 1.05811 1.77583
H -1.15278 -2.75718 -1.47557
H 0.07389 1.28148 0.21484
*
```

=====

Number 1: E -225031.85038 eV. Number 2: E -72837.90936 eV. Number 3: E -10637.25497 eV. Number 4: E -15784.42422 eV.